*P*
The following is a DFT calculation (ωB97M-V/def2-TZVPD) of the ion HN2O3S with charge -1.

Structure (XYZ):
```
7
Properties=species:S:1:pos:R:3:nbo_charge:R:1
N 1.7430 0.5073 -0.0467 -0.669
N 0.0577 0.9300 -0.0127 0.102
O -0.2723 2.0885 -0.1452 -0.367
O -1.9505 -0.6543 0.8616 -0.988
O -0.0863 -1.7190 -0.3107 -0.986
S -1.0894 -0.6539 -0.3243 1.600
H 1.5978 -0.4987 -0.0220 0.308
```

HOMO-LUMO gap (alpha / beta) = 8.023 / 8.019 eV
Charge = -1
LUMO energy (alpha / beta) = 3.8 / 3.8 eV



*Q*
The following is a DFT calculation (ωB97M-V/def2-TZVPD) of a cluster of 2 separate species, HN2O3S in total.

Structure (XYZ):
```
7
Properties=species:S:1:pos:R:3:nbo_charge:R:1
N -2.1336 -1.0228 -0.5295 -0.021
N -1.8994 -1.4359 0.7763 0.538
O -1.3845 -2.4737 1.0797 -0.429
O -2.3938 -0.6346 1.5404 -0.484
O -1.8403 -1.9613 -1.3499 -0.417
S 0.6581 0.4572 0.6327 -0.330
H -0.6489 0.5634 1.1063 0.143
```

HOMO-LUMO gap (alpha / beta) = 8.854 / 4.888 eV
Charge = -1
LUMO energy (alpha / beta) = 3.9 / 1.5 eV



Verdict on stability: *P* comes out on top.